# 1
The following is a quantum chemistry calculation of a 2-piece molecular cluster, C4H8N2O overall, from the Open Molecules 2025 dataset.

As for the structure (SMILES): Cc1c[nH]cn1.O.

Last column: natural (NBO) charge in e.
CARTESIAN COORDINATES (ANGSTROEM)
C: 1.109 0.092 -0.872  -0.634
C: -0.127 0.826 -0.470  0.102
C: -0.382 2.167 -0.649  -0.136
N: -1.601 2.361 -0.057  -0.514
C: -1.974 1.200 0.518  0.165
N: -1.115 0.245 0.260  -0.466
H: 1.863 0.738 -1.307  0.216
H: 1.453 -0.487 -0.015  0.222
H: 0.901 -0.648 -1.644  0.218
H: 0.147 2.880 -1.244  0.216
H: -2.006 3.273 0.099  0.415
H: -2.855 1.093 1.123  0.196
H: 0.985 -4.223 0.965  0.472
H: 2.119 -4.553 1.943  0.467
O: 1.484 -4.965 1.350  -0.939

Forces on the atoms, in the same order (eV/Å):
C -0.581 -0.636 -0.233
C 0.845 0.808 -0.272
C -0.018 -1.311 -0.268
N -0.093 1.172 0.291
C 0.010 -0.345 -0.089
N -0.260 -0.189 0.334
H 0.223 0.212 0.342
H 0.397 0.234 -0.005
H -0.217 -0.102 -0.092
H 0.002 0.402 0.056
H -0.128 -0.316 -0.041
H -0.167 0.058 -0.020
H 0.296 -0.448 0.252
H -0.003 0.020 0.007
O -0.306 0.441 -0.260

# 2
The following is a quantum chemistry calculation of one molecule with the formula C4H8N2O, from the Open Molecules 2025 dataset.

Last column: natural (NBO) charge in e.
CARTESIAN COORDINATES (ANGSTROEM)
N: 1.598 0.488 -1.185  -0.820
C: 1.699 -0.449 -0.208  0.665
O: 2.728 -1.032 0.081  -0.606
C: 0.401 -0.819 0.514  -0.324
N: -0.810 -0.074 0.147  -0.317
C: -1.029 1.190 0.575  -0.356
C: -1.787 -0.558 -0.631  -0.285
H: 2.465 0.820 -1.580  0.405
H: 0.800 1.107 -1.193  0.406
H: 0.222 -1.886 0.352  0.241
H: 0.582 -0.674 1.585  0.243
H: -0.934 1.455 1.622  0.183
H: -1.508 1.860 -0.126  0.190
H: -2.799 -0.314 -0.343  0.194
H: -1.578 -1.074 -1.560  0.181

Forces on the atoms, in the same order (eV/Å):
N 0.095 0.036 0.073
C 0.038 -0.069 -0.010
O -0.369 0.199 -0.119
C -0.101 -0.052 0.067
N -0.075 0.140 -0.010
C 0.062 0.184 0.222
C -0.056 -0.227 -0.241
H -0.099 -0.036 0.026
H 0.091 -0.070 0.029
H 0.008 0.148 -0.008
H -0.071 0.040 -0.148
H 0.378 -0.041 -0.056
H -0.199 -0.147 0.233
H 0.146 0.226 -0.281
H 0.151 -0.331 0.221

# 3
The following is a quantum chemistry calculation of one molecule with the formula C4H8N2O, from the Open Molecules 2025 dataset.

As for the structure (SMILES): [H]/N=C\C(=C)CNO.

Last column: natural (NBO) charge in e.
CARTESIAN COORDINATES (ANGSTROEM)
C: 0.149 -0.502 0.488  -0.286
N: 1.057 -1.439 -0.285  -0.336
C: -0.351 0.587 -0.383  -0.085
C: -1.233 1.613 0.354  0.124
C: -0.184 0.692 -1.695  -0.355
O: 1.766 -2.312 0.597  -0.593
N: -1.442 1.780 1.582  -0.596
H: 1.378 -3.190 0.483  0.468
H: 1.808 -0.933 -0.755  0.340
H: -1.035 1.077 2.198  0.330
H: 0.649 -0.086 1.376  0.198
H: -0.679 -1.131 0.838  0.212
H: -1.678 2.359 -0.303  0.163
H: 0.361 -0.053 -2.250  0.209
H: -0.566 1.538 -2.244  0.205

Forces on the atoms, in the same order (eV/Å):
C 1.452 -1.564 -0.551
N -0.615 0.338 0.303
C -1.440 0.875 0.938
C 1.159 -0.194 -1.166
C 0.172 -0.032 0.251
O -0.165 0.294 0.313
N -0.368 -0.212 0.515
H -0.085 0.308 -0.237
H -0.271 0.125 0.346
H 0.221 -0.057 -0.198
H 0.041 -0.094 -0.170
H 0.027 0.193 0.028
H -0.035 -0.014 -0.215
H 0.111 -0.063 -0.118
H -0.205 0.097 -0.039

# 4
The following is a quantum chemistry calculation of one molecule with the formula C4H8N2O, from the Open Molecules 2025 dataset.

As for the structure (SMILES): [H]/N=C/N1C[C@@H]1CO.

Last column: natural (NBO) charge in e.
CARTESIAN COORDINATES (ANGSTROEM)
C: -0.911 0.302 1.631  -0.082
C: -0.006 0.774 0.466  -0.075
C: 1.267 -0.062 0.366  -0.261
C: -0.136 -0.564 -1.817  0.279
H: -0.072 -1.461 1.342  0.473
H: -1.944 0.272 1.201  0.187
H: -0.702 1.055 2.416  0.188
H: -0.213 1.912 0.123  0.232
H: 2.211 0.611 -0.007  0.211
H: 1.529 -0.633 1.307  0.240
H: 0.314 -1.405 -2.277  0.169
H: -0.578 0.046 -3.672  0.332
N: 0.073 -0.332 -0.439  -0.497
N: -0.520 0.408 -2.777  -0.672
O: -0.311 -0.920 2.137  -0.724

Forces on the atoms, in the same order (eV/Å):
C 2.041 0.587 -0.200
C -1.367 1.117 -0.432
C 2.472 3.219 0.017
C 0.033 6.102 -4.049
H -0.832 0.454 0.915
H 0.590 -0.352 1.002
H -1.005 -0.500 -0.094
H 1.048 -2.880 0.488
H -2.450 -2.031 0.141
H -0.313 0.349 -1.789
H 0.207 -1.480 0.466
H 0.050 -1.527 -1.974
N 0.247 -0.756 -1.652
N 0.921 -2.305 7.740
O -1.642 0.001 -0.579

# 5
The following is a quantum chemistry calculation of one molecule with the formula C4H8N2O, from the Open Molecules 2025 dataset.

Last column: natural (NBO) charge in e.
CARTESIAN COORDINATES (ANGSTROEM)
C: -0.317 0.608 1.900  -0.680
C: -0.194 0.773 0.409  -0.188
C: 1.165 0.752 -0.154  -0.262
N: 0.491 -0.567 -0.149  -0.505
C: -0.432 -1.144 -1.075  0.821
O: -0.896 -2.227 -0.810  -0.598
N: -0.690 -0.394 -2.186  -0.834
H: 0.607 0.319 2.444  0.163
H: -0.680 1.548 2.328  0.231
H: -1.082 -0.149 2.115  0.223
H: 1.368 1.138 -1.155  0.202
H: 2.062 0.722 0.482  0.189
H: 0.827 -1.259 0.516  0.422
H: -0.711 0.605 -2.004  0.413
H: -1.519 -0.725 -2.661  0.403

Forces on the atoms, in the same order (eV/Å):
C -0.040 0.072 0.143
C 0.093 0.187 0.275
C 0.068 0.047 -0.138
N -0.156 -0.337 -0.036
C -0.047 -0.246 -0.067
O 0.275 0.168 -0.241
N -0.163 -0.002 0.080
H -0.065 0.066 -0.181
H 0.081 -0.100 -0.008
H 0.102 0.190 0.003
H -0.037 -0.022 0.226
H -0.157 -0.070 -0.090
H -0.113 0.156 -0.006
H 0.030 -0.139 0.067
H 0.127 0.030 -0.028

# 6
The following is a quantum chemistry calculation of one molecule with the formula C4H8N2O, from the Open Molecules 2025 dataset.

As for the structure (SMILES): [H]/N=C1/N[C@H]1[C@H](C)O.

Last column: natural (NBO) charge in e.
CARTESIAN COORDINATES (ANGSTROEM)
C: 0.657 -0.287 0.269  0.094
C: 1.593 0.680 0.979  -0.624
C: -1.704 -0.168 -0.707  0.445
C: -0.420 0.519 -0.526  -0.153
O: 1.429 -1.080 -0.602  -0.711
N: -2.482 -1.055 -1.082  -0.661
N: -1.637 0.990 0.116  -0.616
H: 0.859 -1.702 -1.068  0.471
H: 0.142 -0.924 1.010  0.158
H: -2.095 -1.811 -1.641  0.356
H: -1.811 0.927 1.107  0.383
H: -0.006 1.171 -1.288  0.210
H: 1.026 1.341 1.630  0.211
H: 2.125 1.276 0.241  0.216
H: 2.323 0.124 1.561  0.221

Forces on the atoms, in the same order (eV/Å):
C -0.676 0.960 -0.010
C -0.092 -0.448 -0.190
C 1.042 1.902 0.757
C 1.310 -1.691 0.184
O 0.148 -0.059 -0.209
N -0.978 -0.725 0.404
N -1.323 -0.704 -1.035
H -0.007 0.048 0.074
H 0.005 0.186 -0.151
H 0.244 0.478 -0.199
H 0.209 -0.215 0.209
H 0.025 0.089 0.016
H -0.007 0.056 0.103
H 0.041 0.093 -0.073
H 0.060 0.030 0.119

# 7
The following is a quantum chemistry calculation of one molecule with the formula C4H8N2O, from the Open Molecules 2025 dataset.

Last column: natural (NBO) charge in e.
CARTESIAN COORDINATES (ANGSTROEM)
C: -1.684 0.210 0.573  -0.083
N: -0.280 0.222 0.898  -0.624
C: 0.357 0.218 -0.443  -0.223
C: 1.800 -0.240 -0.362  -0.057
O: 2.572 0.625 0.444  -0.712
C: -0.571 -0.519 -1.409  0.104
N: -1.705 -0.485 -0.746  -0.579
H: -2.283 -0.301 1.331  0.198
H: -2.065 1.229 0.436  0.184
H: -2.579 -0.816 -1.134  0.402
H: -0.068 -0.682 1.325  0.350
H: 0.370 1.259 -0.808  0.217
H: 2.232 -0.232 -1.365  0.200
H: 1.845 -1.278 0.013  0.152
H: 2.058 0.791 1.246  0.472

Forces on the atoms, in the same order (eV/Å):
C -0.095 0.096 0.133
N -0.020 -0.183 -0.066
C 0.168 0.078 -0.094
C -0.171 -0.250 -0.295
O -0.062 0.039 0.254
C -0.317 0.180 0.534
N 0.158 -0.097 -0.236
H 0.042 0.018 -0.174
H 0.056 -0.103 0.039
H 0.168 -0.007 -0.037
H 0.025 0.128 -0.016
H -0.027 -0.078 -0.022
H -0.033 -0.026 0.129
H -0.026 0.138 -0.048
H 0.136 0.067 -0.103

# 8
The following is a quantum chemistry calculation of one molecule with the formula C4H8N2O, from the Open Molecules 2025 dataset.

As for the structure (SMILES): NC(=O)CN1CC1.

Last column: natural (NBO) charge in e.
CARTESIAN COORDINATES (ANGSTROEM)
N: -0.651 -1.658 -0.951  -0.825
C: -1.513 -0.660 -0.615  0.656
O: -2.708 -0.747 -0.837  -0.617
C: -1.043 0.637 0.059  -0.323
N: 0.298 1.075 0.366  -0.414
C: 1.204 0.558 1.343  -0.242
C: 1.585 0.653 -0.094  -0.237
H: -1.042 -2.395 -1.522  0.406
H: 0.345 -1.537 -0.935  0.388
H: -1.476 1.402 -0.587  0.232
H: -1.620 0.685 0.987  0.234
H: 1.581 1.288 2.050  0.196
H: 1.072 -0.444 1.748  0.183
H: 2.242 1.452 -0.430  0.203
H: 1.728 -0.309 -0.583  0.160

Forces on the atoms, in the same order (eV/Å):
N 0.007 0.041 -0.024
C -0.202 0.038 -0.022
O 0.357 -0.111 0.053
C -0.199 0.096 0.005
N -0.112 0.100 -0.007
C 0.023 -0.126 0.380
C 0.209 -0.082 -0.160
H 0.135 0.093 0.149
H -0.113 0.015 0.007
H -0.069 -0.016 -0.013
H 0.073 0.001 -0.095
H 0.019 -0.055 0.044
H -0.098 0.042 -0.096
H -0.031 -0.206 -0.068
H 0.002 0.170 -0.153

Number 1: electronic energy -9305.387 eV. Number 2: electronic energy -9302.949 eV. Number 3: electronic energy -9302.512 eV. Number 4: electronic energy -9301.132 eV. Number 5: electronic energy -9302.763 eV. Number 6: electronic energy -9303.430 eV. Number 7: electronic energy -9303.239 eV. Number 8: electronic energy -9304.159 eV.